Below is a single C19H20N4OS molecule, with properties calculated with ωB97M-V/def2-TZVPD.

XYZ file:
```
45
Properties=species:S:1:pos:R:3:forces:R:3:lowdin_charge:R:1
C 2.0613 3.7871 1.0576 0.952 -0.436 0.583 -0.093
C 2.1901 2.8740 2.3397 -0.998 -0.562 -1.025 -0.274
N 0.8933 2.4776 2.9412 -0.825 -1.151 -0.752 0.056
C 0.1903 1.4831 2.4660 0.080 1.524 0.904 -0.271
C 0.6964 0.6009 1.3232 -0.097 0.813 -0.827 -0.016
N -0.3528 -0.0947 0.5428 -0.837 -0.392 1.094 0.084
C -1.5853 -0.3691 1.0874 -1.058 -1.330 -1.727 -0.229
N -2.4802 -1.1101 0.4591 0.244 0.209 0.977 0.109
C -2.1920 -1.7316 -0.7487 -0.600 1.114 1.422 -0.528
S -3.2676 -2.8108 -1.5888 0.595 0.370 0.153 1.056
C -2.0913 -2.9595 -2.8518 0.634 0.324 -0.105 -0.350
C -0.9345 -2.2393 -2.6595 -1.691 0.169 0.946 -0.204
C 0.0688 -2.1750 -3.7024 1.011 -0.748 -0.349 -0.196
C 0.4976 -3.3699 -4.3353 -0.095 0.946 -0.004 -0.029
C 1.4361 -3.3501 -5.3511 -0.390 -0.699 -0.109 -0.096
C 1.9645 -2.1493 -5.7732 0.390 0.915 0.137 -0.104
C 1.5647 -0.9684 -5.1571 -0.364 0.062 1.337 -0.061
C 0.6315 -0.9713 -4.0781 0.979 -0.009 -1.820 -0.016
C -1.0357 -1.4875 -1.4040 0.894 -0.167 -0.059 -0.099
C -0.0368 -0.6613 -0.6894 0.918 -0.215 -1.997 -0.340
O 1.0544 -0.4529 -1.1922 0.352 0.200 0.499 0.076
C -1.9198 0.0781 2.4801 0.353 1.854 0.090 -0.053
N -1.0879 1.2081 2.9958 0.052 -0.082 -0.496 -0.057
C -1.6297 1.8942 4.2177 1.544 -1.115 0.096 -0.198
C -1.3447 1.0544 5.4654 0.030 -0.168 0.457 -0.090
H 1.2865 3.4606 0.3653 0.017 -0.185 0.034 0.051
H 1.8098 4.8194 1.3601 0.283 -0.446 -0.209 0.067
H 3.0607 3.7343 0.5275 -1.148 0.400 0.497 0.085
H 2.7217 3.4552 3.0733 0.194 0.061 0.393 0.085
H 2.8070 1.9837 2.1081 -0.137 0.370 0.020 0.098
H 1.2699 1.2271 0.6151 -0.551 -0.203 0.262 0.116
H 1.4603 -0.0764 1.6854 -0.118 -0.563 0.235 0.141
H -2.2950 -3.4971 -3.7762 -0.131 0.013 0.433 0.088
H 0.0887 -4.3113 -4.0323 -0.212 -0.342 0.285 0.104
H 1.7202 -4.2948 -5.8259 0.015 0.383 0.198 0.108
H 2.7535 -2.0998 -6.5177 -0.208 -0.127 -0.051 0.101
H 2.0655 -0.0329 -5.3889 -0.200 -0.090 -0.226 0.099
H 0.3469 -0.0300 -3.6255 0.036 -0.171 0.112 0.113
H -2.9740 0.4113 2.5275 0.491 -0.298 -0.260 0.140
H -1.8417 -0.7981 3.0925 0.120 -0.590 0.607 0.116
H -2.6759 2.1004 4.1496 -0.762 -0.064 -0.612 0.100
H -1.1197 2.8294 4.3928 0.206 0.294 -0.573 0.097
H -1.6737 0.0057 5.3944 0.130 0.331 -0.143 0.067
H -1.8309 1.4672 6.3619 -0.003 0.043 -0.334 0.074
H -0.2700 1.0893 5.6686 -0.097 -0.239 -0.092 0.073
```
Positions in Å, forces in eV/Å.

The calculation puts the energy above the lowest of the compared OMol25 structures with the same formula, charge and spin at 1.139 eV. The calculation puts the gap between HOMO and LUMO at 8.72 eV. The calculation puts the calculated total energy at -38870.572 eV. For the LUMO energy, the calculation gives 0.542 eV. Its structure (SMILES) is CC/N=C1\Cn2c(nc3scc(-c4ccccc4)c3c2=O)CN1CC. The value obtained for the HOMO energy is -0.30066 hartree.

Below is a single C14H14N2O2S molecule, with properties calculated with ωB97M-V/def2-TZVPD.

XYZ file:
```
33
Properties=species:S:1:pos:R:3:forces:R:3:lowdin_charge:R:1
C -3.5947 1.8773 -2.8452 -0.017 0.012 -0.013 -0.030
C -2.2946 1.2404 -2.4814 0.289 0.135 -0.068 -0.323
C -1.0700 1.8221 -2.8098 0.048 -0.217 0.126 0.020
C 0.0824 1.1443 -2.4354 -0.312 0.251 -0.189 -0.314
C 1.4503 1.6738 -2.7221 -0.050 0.039 -0.024 -0.029
N 0.0141 -0.0134 -1.7846 0.179 -0.112 0.004 0.103
C -1.1934 -0.4770 -1.5090 0.333 0.126 -0.075 -0.662
S -1.3312 -1.9962 -0.6635 0.113 -0.487 0.150 0.990
C 0.4331 -2.3508 -0.2837 -0.598 0.164 -0.240 -0.400
C 0.8935 -1.5547 0.8925 0.140 0.087 0.110 -0.288
C 1.7345 -0.4598 0.7266 0.049 -0.066 0.090 -0.037
C 2.1352 0.2931 1.8184 0.054 0.050 0.010 -0.060
C 1.7066 -0.0357 3.0903 -0.103 -0.080 0.068 -0.017
C 0.8657 -1.1322 3.2677 0.113 0.102 -0.270 -0.130
C 0.3872 -1.5350 4.6077 -0.302 -0.416 0.305 -0.488
O -0.2874 -2.5086 4.8337 0.007 0.025 -0.073 0.108
O 0.7808 -0.7042 5.5884 0.237 0.418 0.187 0.103
C 0.4605 -1.8831 2.1689 0.116 0.134 0.172 0.025
N -2.3473 0.0897 -1.8284 -0.408 -0.211 0.142 0.097
H -3.6628 1.9980 -3.9251 -0.050 0.050 -0.067 0.084
H -3.6684 2.8633 -2.3894 -0.049 0.082 -0.006 0.084
H -4.4131 1.2547 -2.4972 -0.044 0.010 -0.004 0.079
H -1.0220 2.7607 -3.3381 0.010 0.106 -0.071 0.116
H 1.7909 2.2687 -1.8745 0.067 0.054 0.035 0.086
H 2.1472 0.8516 -2.8619 0.033 -0.025 -0.020 0.080
H 1.4424 2.3056 -3.6063 0.069 0.074 -0.036 0.077
H 1.0009 -2.1184 -1.1816 0.059 -0.147 0.077 0.072
H 0.4542 -3.4199 -0.0771 0.028 -0.010 -0.054 0.080
H 2.0666 -0.1964 -0.2655 0.026 -0.008 -0.068 0.096
H 2.7880 1.1415 1.6743 0.058 0.063 -0.006 0.104
H 2.0153 0.5440 3.9457 0.027 0.047 0.048 0.113
H 0.4370 -1.0214 6.4378 -0.056 -0.160 -0.276 0.132
H -0.2011 -2.7219 2.3277 -0.064 -0.090 0.037 0.129
```
Positions in Å, forces in eV/Å.

The calculation puts the energy above the lowest of the compared OMol25 structures with the same formula, charge and spin at 0.000 eV. The calculation puts the gap between HOMO and LUMO at 9.14 eV. The calculation puts the calculated total energy at -32656.958 eV. For the LUMO energy, the calculation gives 0.587 eV. Its structure (SMILES) is Cc1cc(C)nc(SCc2cccc(C(=O)O)c2)n1. The value obtained for the HOMO energy is -0.31435 hartree.

Below is 2 unconnected molecules or ions with the total composition C10H17N2O4P, with properties calculated with ωB97M-V/def2-TZVPD.

XYZ file:
```
34
Properties=species:S:1:pos:R:3:forces:R:3:lowdin_charge:R:1
C -1.6513 1.6720 -1.9108 -0.452 -0.680 -0.985 -0.081
C -1.7162 0.5440 -0.7001 -1.170 1.397 0.279 -0.343
O -2.5000 1.1945 0.4020 2.794 0.498 -1.748 -0.091
C -0.2600 0.1618 -0.0571 -1.760 0.317 0.940 -0.128
N 0.6703 -0.6102 -0.9664 3.792 -2.716 -3.286 -0.081
C 0.4029 -0.9946 -2.4055 2.317 -1.086 -0.383 0.064
C 1.4671 -1.8082 -3.3918 1.962 0.645 4.586 0.017
C 2.9288 -2.2608 -2.7589 -3.514 2.443 2.991 0.004
C 3.1857 -1.8651 -1.1828 -3.864 1.108 -2.149 -0.009
C 2.0130 -1.0324 -0.3329 0.100 -1.156 -3.247 -0.241
P 2.4752 -0.6662 1.5116 1.298 -0.627 -0.132 0.848
C 2.5267 1.2052 1.8762 -1.148 1.325 0.188 -0.341
C 1.3308 -1.6319 2.6953 -1.243 -1.108 -0.273 -0.333
H -2.0762 1.1528 -2.8954 0.979 1.253 1.949 0.084
H -0.5706 2.0565 -2.1448 -1.958 -0.712 0.537 0.083
H -2.3790 2.5955 -1.7054 1.673 -2.215 -0.202 0.117
H -2.3709 -0.3932 -1.0223 1.663 1.900 0.759 0.168
H -2.1132 2.1387 0.4187 -1.269 -2.014 0.343 0.122
H 0.2260 1.1925 0.3000 -0.801 -2.489 -0.869 0.148
H -0.4843 -0.5535 0.8721 0.582 1.773 -1.996 0.150
H -0.6346 -0.7202 -2.9282 2.501 -0.442 1.723 0.133
H 1.2532 -2.0809 -4.5118 0.058 0.800 2.583 0.106
H 3.7557 -2.8508 -3.3401 -1.913 1.311 1.095 0.106
H 4.1903 -2.1696 -0.6607 -2.363 0.826 -0.932 0.099
H 3.4892 1.4268 2.5130 -1.906 -0.586 -1.389 0.054
H 1.5736 1.5306 2.5162 2.059 -0.555 -1.461 0.071
H 2.5576 1.8471 0.8711 -0.005 -1.457 2.242 0.067
H 0.3967 -1.0455 3.0857 1.864 -1.088 -0.523 0.062
H 0.9170 -2.5636 2.0733 0.896 1.995 1.293 0.069
H 1.9930 -2.1069 3.5550 -1.406 1.352 -1.790 0.064
N -5.1491 1.6589 2.5561 -0.135 -0.189 -0.093 -0.678
O -4.3444 2.4283 3.1070 0.573 0.435 0.241 -0.111
O -5.7112 1.9988 1.5020 -0.175 0.170 -0.479 -0.101
O -5.3917 0.5494 3.0595 -0.029 -0.430 0.185 -0.098
```
Positions in Å, forces in eV/Å.

The calculation puts the energy above the lowest of the compared OMol25 structures with the same formula, charge and spin at 14.117 eV. The calculation puts the gap between HOMO and LUMO at 2.47 eV. The calculation puts the calculated total energy at -31088.108 eV. For the LUMO energy, the calculation gives -3.251 eV. The value obtained for the HOMO energy is -0.21022 hartree.

What is the formula in the first record? C19H20N4OS